[1]
{"formula": "C5H14N2", "method": "ωB97M-V/def2-TZVPD", "species": ["C", "C", "H", "H", "H", "H", "H", "C", "H", "H", "H", "H", "H", "C", "H", "H", "H", "H", "N", "N", "C"], "positions_angstrom": [[-2.0619, 0.3713, 2.4283], [-1.2003, 0.2011, 0.2241], [-3.0810, 0.3662, 2.0426], [3.0679, -0.7446, -2.9435], [-2.0339, 0.6342, 3.4830], [-1.6729, -0.6496, 2.3988], [0.8782, -1.3672, -3.4900], [0.9650, -1.2412, -2.4094], [0.2413, 0.1205, -0.0505], [0.2736, -0.4543, -2.1482], [2.2983, 0.3830, -1.8203], [0.7261, 2.0159, 1.4899], [0.6470, 0.3929, 1.8591], [2.3714, -0.6667, -2.1096], [0.7217, -2.1366, -1.8570], [-1.5750, 2.0976, 1.1231], [2.8540, -1.1798, -1.2749], [-2.1013, 0.2111, -0.4168], [-0.3659, -0.7911, 0.0530], [0.2037, 1.2869, 1.9515], [-1.1558, 1.1504, 1.4665]], "mulliken_charge": [-1.3299, -0.2734, 0.3553, 0.3339, 0.3685, 0.3398, 0.3314, -0.7489, 0.1112, 0.1720, 0.2298, 0.2390, 0.3237, -0.8216, 0.2633, 0.3640, 0.2558, 0.4259, -0.5813, -0.7396, 0.3809], "relative_energy_ev": 3.761, "multiplicity": 1, "energy_ha": -308.284853}



[2]
{"formula": "C5H14N2", "method": "ωB97M-V/def2-TZVPD", "species": ["H", "H", "H", "H", "H", "H", "C", "H", "H", "H", "C", "N", "H", "C", "H", "H", "C", "C", "N", "H", "H"], "positions_angstrom": [[-4.7462, 2.2151, 1.7213], [3.1708, -0.3738, 1.1847], [-4.4212, 0.3579, 1.9228], [0.1235, -0.0435, 0.8192], [-3.1337, 1.4944, 0.9700], [2.5409, 0.3057, -1.1001], [1.8972, -1.6493, 0.4254], [1.1392, -2.4474, 0.6273], [1.1048, 0.7617, -3.2834], [-4.8964, 1.2346, 0.4284], [1.4457, 0.5148, -0.9893], [2.8492, -1.2828, 1.4552], [2.2547, -1.1829, 2.2807], [0.6048, 0.3364, -2.3231], [0.2571, -0.7068, -2.4947], [-0.2792, 0.8625, -2.0774], [0.9095, -0.5559, -0.1067], [-4.2053, 1.3619, 1.2865], [-0.4234, -0.7668, 0.1195], [1.1966, 1.5112, -0.5225], [2.6112, -1.9471, -0.3438]], "mulliken_charge": [0.2612, 0.2805, 0.1903, 0.1411, 0.1579, 0.3602, -0.9830, 0.4238, 0.2793, 0.2280, -0.2435, -0.5684, 0.2804, -0.9821, 0.3235, 0.2885, 0.5510, -0.8419, -0.7785, 0.2295, 0.4022], "relative_energy_ev": 5.270, "multiplicity": 1, "energy_ha": -308.229387}



[3]
{"formula": "C5H14N2", "method": "ωB97M-V/def2-TZVPD", "species": ["H", "H", "H", "C", "H", "H", "H", "N", "H", "C", "C", "H", "C", "H", "H", "H", "H", "H", "N", "H", "C"], "positions_angstrom": [[-1.6576, 0.7091, -2.2661], [-0.3592, -1.7203, -1.5965], [-0.7322, -1.9428, 0.5054], [-0.4594, -0.7129, -1.2116], [0.4546, 0.5218, -2.7485], [1.5078, -0.5904, -1.9788], [0.8142, -1.4739, 1.8874], [-1.7846, -0.1531, -1.7353], [1.0518, 2.0403, 0.6184], [0.7145, -0.6672, 1.1883], [0.9232, 1.7524, 1.6564], [1.5897, -0.6616, 0.5580], [-0.5635, -0.8854, 0.3264], [-2.2537, -0.8210, -2.3517], [1.0251, 0.8790, -1.0825], [-2.4716, 0.0299, -1.0030], [0.8270, 2.6204, 2.3068], [0.6917, 0.4373, 3.0584], [0.7691, 0.5566, 2.0469], [-1.4350, -0.4796, 0.8297], [0.7026, 0.1101, -1.7725]], "mulliken_charge": [0.3621, 0.2900, 0.3772, 0.4243, 0.5626, 0.3974, 0.4165, -0.2975, 0.2166, -0.9593, -0.0502, 0.4475, -0.8722, 0.3773, 0.1265, 0.3705, 0.2967, 0.3198, 0.0422, 0.5455, -1.3934], "relative_energy_ev": 0.776, "multiplicity": 1, "energy_ha": -307.759932, "charge": 2}



[4]
{"formula": "C5H14N2O", "method": "ωB97M-V/def2-TZVPD", "species": ["H", "H", "H", "C", "H", "H", "N", "H", "C", "C", "H", "C", "H", "H", "H", "N", "H", "H", "O", "H", "H", "C"], "positions_angstrom": [[-2.6707, -0.7972, 0.2971], [-0.5178, 1.6761, -0.0447], [0.4563, -0.1584, -2.0951], [0.6987, 1.5170, 0.8739], [1.8869, -0.8238, 2.3448], [-2.9783, -1.0196, -1.4295], [1.9755, -0.0833, -0.4209], [2.4346, -0.9812, -0.3532], [-2.2108, -1.0577, -0.6544], [-1.1200, -0.0597, -0.9878], [1.3113, 2.2974, 0.4342], [1.0435, 0.1766, 0.6315], [0.3056, 1.7569, 1.8534], [2.6651, 0.6456, -0.5431], [-1.3331, 1.7955, -1.6259], [-1.4303, 1.2643, -0.7641], [-1.8116, -2.0705, -0.6108], [-0.2303, -0.2540, -0.1217], [-0.4798, -0.4045, -2.1970], [0.1206, -0.6882, 2.3711], [0.9009, -1.8688, 1.3129], [0.9835, -0.8626, 1.7293]], "mulliken_charge": [0.3162, 0.3471, 0.3905, -1.2040, 0.3641, 0.3494, -0.5662, 0.2039, -1.3794, 1.4159, 0.3090, 1.1540, 0.3552, 0.2025, 0.2966, -0.7407, 0.3107, -0.7460, -0.6098, 0.3759, 0.3724, -1.5173], "relative_energy_ev": 3.592, "multiplicity": 1, "energy_ha": -383.568718}



[5]
{"formula": "C5H14N2O", "method": "ωB97M-V/def2-TZVPD", "species": ["N", "H", "H", "H", "H", "C", "H", "C", "C", "C", "H", "H", "H", "H", "H", "H", "H", "O", "C", "N", "H", "H"], "positions_angstrom": [[-0.4602, 0.7367, -1.2007], [0.9027, -0.3560, -0.1234], [0.9877, 2.0408, -0.3510], [-1.4132, 1.0421, -1.1715], [-0.5757, -1.6221, -2.4054], [-0.0497, -0.5136, -0.6047], [1.7036, 0.6334, 1.3932], [-0.9668, -1.0566, 0.4843], [0.2514, -1.5418, -1.6946], [-0.0938, 0.5469, 2.2028], [-0.3891, 0.8508, 3.2072], [0.9905, -1.1619, -2.3806], [-0.6351, -1.4057, 2.5640], [-2.0191, -0.7743, 0.3623], [0.5594, -2.5216, -1.3318], [0.0603, 2.6806, -1.6577], [-1.0129, -2.1355, 0.4083], [1.3396, 0.7302, 2.2659], [0.5263, 1.7770, -1.3160], [-0.5472, -0.7315, 1.8286], [1.3392, 1.4946, -1.9905], [-0.4980, 1.2873, 1.5114]], "mulliken_charge": [-0.1720, -0.0791, 0.2536, 0.2515, 0.3478, 0.6036, 0.3039, -0.7618, -1.6042, -0.4894, 0.3265, 0.3618, 0.2200, 0.2401, 0.4247, 0.3829, 0.4449, -0.5823, -0.8721, -0.1451, 0.2310, 0.3138], "relative_energy_ev": 2.377, "multiplicity": 1, "energy_ha": -383.613360}



[6]
{"formula": "C5H14N2O", "method": "ωB97M-V/def2-TZVPD", "species": ["N", "O", "H", "H", "H", "C", "C", "H", "N", "H", "H", "H", "H", "C", "H", "C", "H", "H", "H", "C", "H", "H"], "positions_angstrom": [[2.7193, 0.2870, -0.8442], [0.5936, -0.3970, 1.8370], [0.4629, 0.9218, -1.9644], [2.2504, -1.4603, 0.2346], [3.6506, 0.0059, -1.1446], [1.8931, -0.8978, -0.6323], [-1.4075, 0.8279, 1.0788], [-0.2885, -1.4876, -0.4503], [-0.1184, 0.0980, -1.8071], [-0.0935, -1.0355, 2.0830], [-1.4888, 1.8997, 0.8538], [-3.5406, 0.4423, 0.9414], [2.0074, -1.5727, -1.4864], [-2.6096, 0.1410, 0.4477], [-2.5044, -0.9472, 0.5194], [0.1218, 0.2997, 0.6876], [2.8168, 0.7943, 0.0352], [-2.6876, 0.4146, -0.6106], [-1.1136, 0.1968, -1.9666], [0.2357, -0.5353, -0.5656], [0.6862, 1.2320, 0.5918], [-1.5853, 0.7726, 2.1617]], "mulliken_charge": [-0.5993, -0.5635, 0.2544, 0.3248, 0.2337, -0.7231, -0.7223, 0.3201, -0.5658, 0.3714, 0.2921, 0.3881, 0.4582, -1.0283, 0.2655, -0.0764, 0.1925, 0.2169, 0.2439, -0.0257, 0.3936, 0.3492], "relative_energy_ev": 2.143, "multiplicity": 1, "energy_ha": -383.621940}



multiplicity of number 3 (C5H14N2)? 1



Which value of multiplicity does entry 2 give? 1